C27H72FeO31PS9 | ωB97M-V/def2-TZVPD

XYZ file:
```
141
Properties=species:S:1:pos:R:3:forces:R:3:lowdin_charge:R:1
O 13.1022 18.6721 17.2762 -0.56 0.02 -1.54 -0.302
H 17.2586 16.7506 10.7950 -0.14 0.21 0.46 0.090
C 18.5366 13.9271 17.4627 0.86 -0.76 -0.96 -0.041
H 18.1907 13.6998 18.4711 -0.64 0.48 -0.15 0.075
P 14.2343 12.8512 12.7408 1.22 -1.13 -1.01 0.144
S 15.1081 18.0481 12.2820 -0.67 0.09 0.33 0.782
H 15.7906 13.0715 9.4404 -0.33 0.00 -0.14 0.067
C 17.6954 12.4651 12.3181 0.09 1.95 0.91 -0.068
H 10.2224 14.7314 10.9678 0.12 0.17 0.18 0.035
O 10.1175 14.3204 15.1785 1.60 -0.18 0.75 -0.270
C 11.3505 12.2745 10.5558 -0.04 0.82 0.67 -0.263
C 16.2668 16.6738 10.3493 1.37 -0.72 -0.86 -0.273
O 14.7377 13.4135 14.0890 4.34 -3.62 4.54 -0.370
H 9.9392 10.2779 8.3901 -0.06 -0.03 -0.23 0.063
S 10.4445 12.6006 8.0670 1.17 -0.39 -0.55 0.680
H 13.8874 20.5501 14.3315 0.01 -0.45 0.04 0.058
C 8.9604 13.7075 15.8058 -0.10 0.52 0.74 -0.268
C 15.3443 12.1211 9.1476 0.80 -1.65 -0.44 -0.078
H 12.0069 18.3083 8.5625 -0.41 -0.21 0.12 0.087
O 18.3255 10.9903 15.5475 -1.02 -0.39 0.02 -0.291
O 14.2755 19.2558 12.4281 1.37 -2.69 -0.98 -0.277
H 15.4147 9.3460 10.2997 -0.62 0.10 0.05 0.106
H 16.8291 15.5369 8.6825 0.68 0.17 -0.22 0.062
O 17.4368 15.2336 12.8885 0.68 -1.01 -0.90 -0.296
O 17.0799 11.4954 7.1773 -0.83 -0.88 1.70 -0.292
O 11.2236 14.6462 17.4530 0.98 -0.76 -2.86 -0.294
H 14.8761 9.7293 15.4257 0.44 -0.27 0.07 0.075
O 13.2686 17.7343 14.9446 -1.20 1.52 1.21 -0.303
C 17.7515 9.2407 13.2318 0.14 -0.06 -0.13 -0.306
H 19.3897 14.9069 8.4303 0.34 0.01 0.04 0.078
H 12.5086 19.9732 20.3245 0.21 -0.11 0.07 0.082
H 16.7883 12.4205 11.7154 0.35 0.17 -0.24 0.035
S 11.5304 14.2380 16.0630 -0.74 0.53 0.05 0.766
H 14.2030 7.0537 9.6826 0.38 0.11 0.25 0.082
H 20.3172 13.3797 8.1457 0.25 0.24 0.16 0.091
C 10.7553 10.7506 7.8437 -0.73 1.98 0.86 -0.076
H 15.6340 16.6829 8.2874 0.18 0.50 -0.32 0.064
C 9.7420 15.2932 11.7689 0.64 0.81 0.63 -0.052
H 13.4173 8.3686 8.8884 0.02 0.20 -0.15 0.065
O 15.1468 15.7334 15.1578 0.75 -0.05 0.58 -0.330
H 15.6720 10.5861 14.0720 -0.13 0.47 0.27 0.013
H 13.1590 17.0999 8.1281 0.11 -0.21 0.11 0.082
O 16.0036 17.8888 16.1294 0.00 -2.73 -0.01 -0.281
O 18.5221 14.4289 10.7658 -0.15 -0.59 0.71 -0.276
H 11.6801 10.5835 8.3960 0.12 -0.26 -0.64 0.039
H 14.5972 12.0881 8.3546 0.22 0.72 -0.16 0.070
H 13.0980 21.1612 15.7581 0.03 -0.10 0.16 0.068
H 17.3517 17.3053 8.5411 -0.20 -0.25 -0.24 0.086
H 17.2503 19.0229 12.2270 -0.26 0.27 0.03 0.083
C 18.3412 8.0817 12.4891 0.02 -0.02 -0.22 -0.057
O 17.2562 9.2489 16.9944 0.02 0.73 -1.21 -0.290
C 10.7686 11.3668 11.6238 -0.02 -0.52 -0.17 -0.046
C 19.4848 13.8481 8.6710 -0.42 0.15 -0.36 -0.063
H 8.8315 15.7592 11.3923 0.18 0.18 0.09 0.079
S 12.7148 18.8878 15.6249 0.07 0.65 1.37 0.694
H 15.2321 14.9488 18.0372 -0.17 0.13 -0.13 0.071
H 19.4398 14.5313 17.5482 -0.34 0.61 -0.10 0.078
H 17.6465 7.2426 12.5283 0.20 -0.14 -0.09 0.085
H 20.5056 13.7811 10.6106 -0.17 0.17 0.01 0.117
H 17.3928 12.2574 13.3444 0.30 -0.08 0.07 0.043
H 13.9601 16.2583 17.7873 -0.17 -0.53 -0.62 0.051
H 11.5719 15.8503 9.3469 -0.22 -0.05 0.04 0.113
H 16.6465 13.7627 16.4154 -0.66 0.32 0.62 0.106
S 16.6739 11.0329 8.4989 -0.85 0.11 -1.18 0.665
O 15.4720 17.8253 10.6530 -1.06 0.96 2.49 -0.252
H 18.9790 12.9867 17.1340 -0.30 -0.28 -0.24 0.058
H 19.4126 12.4771 10.1225 -0.78 0.00 1.25 0.093
O 9.1744 12.9357 7.4163 2.24 -0.27 1.56 -0.298
H 11.4730 12.2073 14.9358 0.48 -0.22 -0.02 0.059
H 16.3834 8.1739 9.4945 0.25 -0.02 0.06 0.114
H 14.6061 7.3931 8.0184 0.04 0.12 -0.04 0.086
H 11.1524 11.9109 16.6796 -0.07 0.30 0.01 0.065
H 18.5215 11.8433 11.9730 -0.26 0.20 0.06 0.054
O 14.6530 14.1748 12.0405 3.66 0.37 -5.38 -0.361
C 12.1071 16.6086 9.9184 0.24 -0.76 0.47 -0.250
H 12.2749 20.4824 17.9360 0.03 0.00 0.21 0.113
Fe 13.9172 14.9849 13.5791 -0.12 3.32 0.79 0.908
H 19.2996 7.8183 12.9364 -0.08 -0.17 -0.05 0.088
O 10.0944 17.6715 13.1011 2.64 -2.69 -2.33 -0.280
H 8.8231 14.1913 16.7728 -0.02 0.09 0.00 0.115
C 15.0175 15.9968 17.8280 -0.17 0.78 -0.69 -0.061
H 10.3451 10.4769 11.1582 0.20 -0.23 -0.15 0.074
H 15.4350 11.3787 15.7338 -0.11 0.25 -0.56 0.046
O 14.4761 11.4281 12.1989 -0.64 2.99 1.19 -0.326
O 12.1510 16.0553 12.8731 -3.77 2.16 -1.67 -0.373
H 9.5148 14.6499 12.6190 0.22 0.13 0.02 0.047
H 16.7731 9.5027 12.8290 0.01 0.21 -0.19 0.105
H 15.8050 15.7784 10.7653 -0.22 -0.04 -0.23 0.089
O 17.7166 10.7893 9.4679 -0.74 -0.13 -0.10 -0.298
O 15.7458 9.6592 8.2756 1.12 2.20 -0.92 -0.265
H 18.4352 10.0880 13.1797 -0.16 0.03 0.26 0.096
H 16.6770 18.8989 13.9308 -0.29 -0.34 -0.09 0.070
S 15.8060 16.4369 16.2124 1.75 1.20 2.76 0.748
O 14.6390 16.7613 12.8731 1.37 3.30 -2.13 -0.374
C 15.6242 10.4745 15.1552 1.48 -0.11 1.14 -0.086
H 13.4870 18.2358 9.4417 -0.03 -0.27 0.17 0.064
C 15.4988 8.7969 9.3619 0.98 -1.10 0.81 -0.303
H 11.5364 11.0502 12.3297 0.10 0.10 -0.09 0.069
O 12.5086 14.9899 15.2499 -2.15 -1.36 2.58 -0.339
C 17.5335 14.3953 16.3810 0.49 -2.32 0.25 -0.302
O 17.5738 8.7914 14.5777 0.01 1.02 1.80 -0.264
H 17.2464 17.4468 12.9511 -0.01 -0.01 0.53 0.044
O 10.2658 12.6739 9.6854 -0.98 -0.20 -1.96 -0.302
O 19.7268 14.2351 12.9340 -2.44 -0.15 -0.80 -0.303
C 16.7296 18.4065 12.9598 0.06 -0.45 -0.91 -0.081
H 12.1894 11.8352 10.0160 -0.17 -0.16 -0.07 0.100
H 9.1526 12.6556 16.0172 -0.01 -0.11 -0.27 0.108
H 9.9238 11.7626 12.1875 0.19 0.62 -0.09 0.074
C 13.7025 20.3350 15.3840 0.20 0.53 -0.02 -0.116
H 6.8352 13.6919 15.4943 0.08 0.10 0.32 0.083
H 15.3329 16.6520 18.6400 0.87 -0.06 -0.34 0.073
S 17.3313 9.9570 15.7361 -0.90 -1.55 -1.03 0.666
C 19.5403 13.5591 10.1556 0.79 0.60 -1.24 -0.251
C 12.3317 19.4414 18.2542 -0.33 -1.41 -0.20 -0.249
S 10.8854 16.6678 12.3252 -0.17 -0.40 0.33 0.801
C 12.9314 19.2409 19.6366 1.15 -0.19 -0.32 -0.071
C 14.3795 7.8639 8.9750 -0.76 0.06 -0.04 -0.058
H 7.7144 13.1674 14.1350 0.21 0.35 -0.39 0.076
H 7.6582 14.9361 14.5753 0.16 -0.12 -0.14 0.089
O 12.9271 13.5554 13.0415 -8.77 -3.61 -0.82 -0.392
O 11.3457 19.3678 15.5151 1.32 -1.41 0.15 -0.278
H 12.8952 18.2371 20.0599 -1.14 -0.17 -0.22 0.075
H 11.7052 13.2258 10.9526 0.30 -0.29 0.35 0.091
O 17.3313 15.7530 16.5508 -2.85 3.26 -0.60 -0.232
O 11.1917 17.2663 10.8130 -0.80 0.52 2.19 -0.254
H 14.8991 11.5687 9.9752 0.28 0.30 0.44 0.022
O 11.7069 13.3142 7.7603 -2.50 -1.18 0.35 -0.326
H 18.6140 13.3456 8.2500 -0.19 0.10 0.01 0.052
H 14.0198 19.2784 19.5915 0.20 1.06 -0.08 0.074
C 16.5795 16.5888 8.8214 -1.59 -0.45 1.56 -0.021
C 7.7435 13.9098 14.9325 -0.13 -0.49 -0.01 -0.060
C 11.8029 12.4024 15.9562 -0.32 1.15 0.13 -0.066
H 17.7889 14.1951 15.3404 0.98 0.14 0.10 0.100
H 12.8317 12.1208 16.1806 0.01 0.40 -0.36 0.067
H 18.5090 8.3854 11.4558 -0.02 -0.13 -0.10 0.076
H 12.8292 16.1007 10.5577 0.36 -0.09 -0.26 0.107
H 10.7122 10.5412 6.7748 0.38 -0.01 0.25 0.071
C 12.7218 17.6049 8.9894 0.30 0.93 -0.48 -0.055
H 14.6185 20.2523 15.9691 0.00 -0.16 -0.26 0.072
H 11.3464 18.9757 18.2733 -0.27 0.49 -0.23 0.117
S 18.3617 14.2468 12.3694 1.71 -1.53 0.42 0.684
```
Positions in Å, forces in eV/Å.

Results
Kohn-Sham gap (spin up / spin down): 8.70 / 8.33 eV
spin multiplicity: 6
E: -8592.97225 a.u.

***

C27H72InO13S | ωB97M-V/def2-TZVPD

XYZ file:
```
114
Properties=species:S:1:pos:R:3:forces:R:3:lowdin_charge:R:1
H 15.3577 7.9742 11.1733 -0.32 0.55 -0.09 0.050
C 11.1706 8.4545 5.7272 0.14 0.98 0.01 -0.022
H 6.6196 9.7707 11.5856 0.16 0.01 -0.05 0.066
O 9.9348 15.7877 8.7373 0.25 0.03 0.14 0.018
H 16.1768 14.5197 6.9436 0.07 -0.21 0.43 0.075
H 10.3722 15.0456 9.1611 0.14 -0.55 0.71 0.006
H 16.4030 10.6101 10.2107 0.00 -0.33 -0.19 0.086
H 9.8610 14.6224 7.0541 -0.32 -0.24 -0.09 0.133
H 13.3827 7.3140 10.6475 -0.40 0.31 0.56 0.122
H 17.1898 15.6890 10.7346 0.36 0.01 0.23 0.085
C 11.8843 15.8811 12.4747 0.00 0.45 0.54 -0.017
H 15.3536 16.1011 9.0568 -0.34 0.32 -0.30 0.095
H 10.4170 7.8454 6.2264 -0.11 0.38 0.33 0.080
H 10.6553 14.9648 14.0270 -0.16 0.10 -0.04 0.151
H 16.2615 13.4297 5.6064 -0.91 -0.12 -0.25 0.087
H 9.3704 15.3763 11.2446 0.43 0.49 -0.18 0.067
H 17.0478 8.2796 11.1225 0.23 0.14 0.15 0.086
H 9.2862 11.1004 9.6240 0.67 -0.54 -0.09 0.031
H 8.3549 7.0978 11.9709 -0.14 -0.05 -0.03 0.087
H 8.5895 10.6822 11.5280 -0.04 0.00 -1.04 0.014
C 16.4679 15.2892 11.4466 -0.60 0.08 -1.55 -0.016
C 7.8835 12.8419 8.5736 0.20 0.91 -0.03 -0.029
H 14.9680 9.2849 13.7668 0.21 -0.10 0.04 0.094
C 15.3355 14.7017 10.5904 -0.45 0.66 1.88 -0.449
C 10.1912 15.6080 7.3820 -1.32 2.00 -0.74 -0.460
H 10.0057 17.6928 6.7029 -0.26 0.09 0.50 0.086
H 10.9122 13.9094 11.4745 0.15 -0.42 -1.03 -0.005
H 13.7464 13.6928 10.9863 -0.81 -0.88 -0.26 0.009
In 11.9102 10.9560 12.7448 -0.27 0.07 -1.17 1.250
H 16.0872 16.1312 12.0248 0.06 -0.22 0.30 0.091
H 11.8803 15.7434 5.9828 -0.28 0.27 -0.03 0.102
H 9.2624 16.5256 5.6763 0.19 -0.01 -0.30 0.079
H 10.3576 11.8720 6.1974 -0.06 0.11 0.00 0.057
H 15.7469 14.0052 9.8598 0.08 -1.00 0.05 0.126
H 12.2552 10.3421 6.0206 0.22 0.27 -0.63 0.137
O 10.8753 11.4206 10.0610 -1.52 -1.52 0.37 -0.323
H 15.0109 10.7794 6.0818 0.10 0.40 -0.08 0.100
H 10.1144 10.9529 4.7247 -0.12 -0.04 -0.04 0.085
C 9.4099 16.7803 6.7258 0.27 -1.33 -1.44 -0.028
C 14.5648 15.6654 9.6701 0.79 0.01 0.37 -0.002
H 11.3257 10.8122 7.8600 0.05 0.44 0.67 0.002
H 11.9242 5.8976 9.6386 0.16 -0.25 -0.62 0.086
H 12.0030 15.8102 11.3935 -0.19 0.06 -0.04 0.073
H 10.8837 8.4558 4.6757 0.31 0.06 -0.08 0.079
H 8.5257 14.9932 12.6369 0.02 0.09 0.58 0.090
H 6.2027 13.3351 10.7768 -0.11 0.13 0.06 0.082
O 12.0003 12.2439 8.1635 -0.05 1.24 -0.65 -0.265
C 13.9861 7.9695 8.7664 -0.45 -0.05 -0.42 -0.035
C 11.2816 9.9192 6.2685 -1.86 -1.41 -1.22 -0.436
O 10.9701 13.7410 9.8775 -0.07 0.81 -1.21 -0.266
H 8.7866 8.2465 10.6966 -0.34 0.36 0.10 0.087
H 7.3237 12.2335 7.8632 -0.45 -0.18 0.54 0.094
C 15.1958 11.1348 7.0955 -0.13 -0.40 0.85 -0.021
H 12.0140 16.6248 7.5582 0.33 0.02 -0.22 0.096
O 11.2146 9.8842 7.6410 -0.02 -0.97 1.24 -0.030
C 16.1693 8.4129 11.7538 0.09 -0.25 -0.43 -0.043
H 16.9128 14.4917 12.0418 -0.04 0.28 0.13 0.087
O 14.8395 9.8952 13.0369 -0.84 0.95 0.63 -0.134
H 14.4689 10.6656 7.7585 0.05 -0.36 -0.04 0.058
C 11.6952 6.9305 9.3763 0.35 -0.57 0.56 -0.019
O 8.3594 11.0039 9.8550 -0.42 -0.43 0.84 -0.074
H 8.8956 12.7980 8.1713 0.28 0.20 0.07 0.050
H 13.6066 8.2833 7.7940 -0.47 -0.34 -0.15 0.058
H 13.8754 15.0852 9.0567 -0.11 0.25 -0.02 0.066
H 16.8878 10.1905 12.6454 -0.16 0.55 0.22 0.141
O 10.9023 13.7686 12.4240 -0.39 -1.48 1.26 -0.091
H 7.5522 13.8784 8.5118 -0.05 0.12 -0.07 0.087
H 8.3809 16.8882 7.0687 0.35 0.19 0.63 0.084
O 12.8646 12.4501 10.4130 1.97 0.47 0.17 -0.346
H 14.7748 8.7085 8.9076 -0.13 0.01 0.97 0.050
C 12.8579 7.8131 9.8329 0.66 -0.18 -1.04 -0.444
H 5.7299 11.7464 10.2644 0.47 -0.24 -0.47 0.093
H 14.4818 7.0038 8.6667 -0.04 -0.07 -0.20 0.090
C 7.9293 12.3395 10.0217 -2.35 -0.57 -1.59 -0.438
H 14.6467 10.5666 10.4707 -0.03 -0.30 0.36 0.062
C 6.8697 9.4584 12.5995 0.24 -1.31 -0.44 -0.037
C 15.9544 9.8902 12.1694 -0.40 -2.26 -1.45 -0.441
C 15.0252 12.6250 7.2934 1.02 1.68 -2.14 -0.469
C 6.5477 12.3026 10.7225 0.51 1.06 0.20 -0.028
C 10.6846 15.0386 12.9399 0.58 0.62 -0.25 -0.430
C 9.3954 15.5673 12.3175 -0.59 -0.13 0.02 -0.006
H 9.2746 16.6279 12.5380 -0.12 -0.07 -0.13 0.099
H 9.1400 10.6002 6.1881 0.19 -0.37 0.03 0.089
H 12.7856 15.4769 12.9356 0.05 0.04 0.01 0.083
C 10.1243 10.8794 5.8122 1.03 -0.06 -0.44 -0.005
C 16.1788 13.4590 6.6929 0.53 -1.07 -0.29 -0.031
H 11.8371 9.4468 9.5666 -0.36 0.10 -0.38 0.045
H 8.6095 8.8618 13.7344 0.39 0.37 0.02 0.138
H 13.1230 12.8058 7.1648 -0.68 -0.31 0.16 0.006
H 14.9548 12.8759 8.3518 -0.07 -0.26 0.61 0.116
H 6.6285 11.9608 11.7544 0.16 0.03 -0.06 0.056
C 8.8703 8.0354 11.7627 -0.08 -0.55 0.42 -0.045
C 11.6773 15.7193 7.0535 0.55 -0.14 0.27 -0.016
H 15.7110 11.7941 11.1990 -0.43 0.15 0.18 0.066
H 16.2023 10.8650 7.4154 -0.03 -0.24 0.01 0.089
H 6.3526 8.5077 12.7290 -0.27 0.00 0.23 0.085
H 11.7542 16.9233 12.7660 0.08 0.04 -0.07 0.094
O 12.3380 9.0400 10.2774 0.65 0.70 1.08 -0.106
H 6.4524 10.1916 13.2898 0.48 -0.06 0.18 0.086
H 11.4421 7.0497 8.3228 0.03 -0.06 0.11 0.069
H 8.6204 12.9689 10.5823 0.17 -0.19 0.29 0.122
H 9.9268 7.8352 11.9413 0.12 0.14 0.14 0.066
C 15.6112 10.7379 10.9487 1.11 0.72 0.27 -0.042
C 8.3865 9.1384 12.7039 -0.98 0.90 -1.26 -0.410
S 11.6932 12.5022 9.5562 0.19 -0.83 1.78 0.302
O 14.4135 14.1369 11.5148 1.48 0.48 -0.31 0.007
H 12.2282 14.8510 7.4151 -0.05 0.05 0.26 0.041
H 17.1026 12.9211 6.9059 0.36 0.58 0.79 0.077
H 12.1289 7.9524 5.8601 0.01 -0.05 -0.16 0.068
O 13.8777 13.0772 6.6372 0.04 0.46 -0.34 0.009
O 9.0484 10.3561 12.3057 1.22 -0.14 2.34 -0.153
H 14.0722 16.4093 10.2963 -0.11 0.08 -0.26 0.090
H 10.8250 7.1145 10.0062 -0.03 0.41 -0.19 0.058
H 16.2479 7.7190 12.5907 0.34 0.27 0.38 0.080
```
Positions in Å, forces in eV/Å.

Results
Kohn-Sham gap: 2.66 eV
E: -2637.87492 a.u.
net charge: +1